DFT (ωB97M-V/def2-TZVPD) results for a molecular structure, C45H58N11NaO5S.

```
121
Properties=species:S:1:pos:R:3:forces:R:3
Na 0.237379 0.089953 -0.346358 -1.163 -0.651 -0.029
C -5.090744 2.496182 -4.689405 0.077 0.028 0.003
C -4.233871 3.468001 -3.922399 -0.047 0.018 -0.094
C -3.903222 4.708479 -4.461059 0.028 -0.018 0.065
C -3.100682 5.606865 -3.772047 -0.033 -0.023 0.011
C -2.626081 5.259743 -2.510879 -0.011 0.013 -0.023
C -2.943988 4.034905 -1.953321 -0.009 -0.026 0.135
C -3.742191 3.131383 -2.657246 -0.084 0.065 0.195
N -4.118605 1.924428 -2.048762 0.004 -0.047 -0.154
C -3.181053 1.153736 -1.255877 -0.023 0.088 0.025
N -3.800845 0.773792 -0.100651 0.206 0.045 0.020
C -3.316408 0.084975 1.067893 -0.016 -0.320 0.178
C -2.117558 -0.618910 1.039981 0.498 0.530 0.048
C -1.767519 -1.219169 2.259140 -0.396 -0.134 0.044
C -2.568624 -1.170918 3.399611 0.035 -0.132 -0.022
C -3.790051 -0.504891 3.347833 0.077 0.030 -0.034
C -4.179748 0.144265 2.180854 -0.221 0.051 -0.093
C -5.502827 0.883738 2.144717 0.144 -0.077 0.070
N -1.997802 0.886207 -1.633718 0.091 0.002 -0.052
C -1.536799 1.215965 -2.914903 -0.240 0.027 -0.133
C -0.632940 2.266504 -3.093779 0.045 -0.049 0.052
C -0.122826 2.560674 -4.349270 -0.026 -0.023 0.064
C -0.494684 1.803419 -5.452190 -0.022 -0.059 0.017
C -1.376753 0.743368 -5.275654 -0.008 0.083 -0.001
C -1.909405 0.438622 -4.028169 0.065 -0.008 0.093
C -2.799916 -0.757332 -3.833799 0.114 0.068 0.016
H -5.361517 2.914226 -5.659603 -0.013 -0.019 0.005
H -6.019009 2.263753 -4.155055 0.013 -0.020 -0.031
H -4.555326 1.556531 -4.867171 -0.022 0.035 0.024
H -4.280429 4.964795 -5.446697 0.018 -0.016 0.004
H -2.846186 6.562929 -4.216045 -0.015 -0.027 0.019
H -2.002695 5.941510 -1.942997 0.022 -0.076 -0.033
H -2.534735 3.773691 -0.977419 -0.009 0.029 -0.109
H -4.720167 1.332968 -2.600376 0.029 0.030 -0.059
H -4.651497 1.286928 0.037670 -0.023 0.101 -0.088
H -0.833996 -1.784991 2.319438 -0.074 0.092 0.053
H -2.256829 -1.657678 4.324279 -0.029 0.038 -0.059
H -4.445764 -0.482505 4.214812 0.019 0.047 0.000
H -6.012569 0.787635 3.105973 -0.002 0.007 -0.021
H -6.176417 0.485915 1.374827 0.013 0.065 0.006
H -5.363260 1.954909 1.955206 -0.049 -0.043 -0.033
H -0.345003 2.842293 -2.221429 -0.032 -0.028 -0.042
H 0.573350 3.384622 -4.462822 -0.024 -0.017 0.017
H -0.090053 2.023138 -6.434331 -0.023 -0.013 0.027
H -1.656156 0.129070 -6.128053 0.006 0.000 0.027
H -2.848724 -1.353340 -4.748832 -0.008 -0.010 0.026
H -3.822324 -0.472779 -3.560761 0.014 -0.022 -0.004
H -2.398785 -1.364592 -3.017970 -0.035 -0.021 -0.025
N 1.415807 -3.410794 0.821096 0.232 0.032 -0.089
C 2.750399 -3.136436 0.274286 -0.332 0.053 0.029
C 3.026627 -1.694827 -0.218680 -0.150 -0.131 0.075
O 4.167480 -1.485913 -0.692652 -0.108 0.001 0.316
O 2.072074 -0.886404 -0.113611 0.869 -0.255 0.110
H 0.718717 -3.052673 0.171201 -0.026 -0.010 -0.022
H 1.279901 -2.815966 1.632245 -0.033 0.021 0.018
H 2.931663 -3.803441 -0.573218 0.063 -0.031 -0.003
H 3.502079 -3.378725 1.028646 0.071 -0.044 -0.017
N 2.664265 3.140384 0.026930 0.064 0.131 -0.043
N 1.543327 3.913566 0.421565 -0.021 -0.118 0.067
C 0.234282 3.341687 0.284963 -0.010 0.000 0.006
O -0.710132 4.161692 0.306970 0.228 -0.205 -0.044
O 0.203946 2.089742 0.180128 0.033 1.106 0.076
H 2.947258 2.591359 0.828968 0.027 -0.070 0.073
H 2.344360 2.446801 -0.642789 -0.042 -0.088 -0.057
H 1.585908 4.836743 0.026757 -0.058 0.134 -0.015
C -3.896414 -4.947938 -2.114787 0.050 -0.003 -0.019
C -3.852640 -3.829234 -1.068130 -0.182 -0.278 -0.132
C -4.166498 -4.381551 0.329668 0.068 0.074 0.083
C -4.861616 -2.730716 -1.425074 0.081 0.130 0.055
C -2.502120 -3.238691 -1.012393 0.013 0.827 0.735
N -1.623218 -2.551914 -0.698400 0.198 -1.073 -0.782
H -4.903105 -5.372790 -2.175012 0.045 0.031 0.027
H -3.194113 -5.743150 -1.855573 -0.032 0.005 -0.016
H -3.621522 -4.560884 -3.098937 -0.034 -0.021 0.022
H -5.182147 -4.789411 0.348680 0.046 0.016 -0.030
H -4.084434 -3.584885 1.074128 -0.012 -0.049 -0.050
H -3.462030 -5.170905 0.600295 -0.029 0.023 -0.007
H -5.874896 -3.144097 -1.413080 0.049 -0.019 0.010
H -4.659369 -2.327944 -2.419195 -0.013 -0.004 0.046
H -4.798780 -1.913297 -0.701453 0.016 -0.017 -0.067
C 3.771017 -1.658387 -3.684650 -0.019 0.082 -0.041
N 2.518165 -0.988423 -3.365436 -0.054 -0.137 0.244
C 2.692451 0.337443 -2.784016 0.070 0.033 -0.078
C 1.342760 -1.641145 -3.164457 0.154 0.334 -0.083
O 0.375556 -1.140101 -2.610051 0.214 -0.368 -0.096
N 1.306121 -2.960743 -3.746063 -0.175 0.096 0.025
C 0.404648 -3.857546 -3.029979 0.132 0.112 -0.013
C 0.949545 -2.865400 -5.157238 0.065 0.054 0.035
H 4.391819 -1.701195 -2.785505 -0.031 0.019 -0.057
H 4.294665 -1.090445 -4.460301 -0.024 -0.005 -0.051
H 3.576782 -2.664565 -4.036134 -0.016 -0.041 -0.050
H 3.281760 0.258574 -1.866273 -0.049 0.023 -0.138
H 1.720233 0.760170 -2.556864 -0.047 0.065 -0.078
H 3.206429 0.978938 -3.506448 -0.037 -0.006 -0.038
H 0.780023 -4.026087 -2.020550 -0.045 0.012 0.004
H 0.384008 -4.813138 -3.559633 0.030 0.003 0.018
H -0.606322 -3.458744 -2.947164 -0.114 0.033 -0.039
H 1.624353 -2.172946 -5.663329 -0.012 -0.036 0.004
H -0.081239 -2.505951 -5.301696 0.008 -0.003 0.014
H 1.043993 -3.850942 -5.617339 0.003 -0.014 -0.034
S 4.610323 2.856440 4.345162 -0.005 0.019 -0.063
C 3.301273 1.825833 3.681549 0.031 -0.027 0.146
C 2.075305 2.383670 3.358874 0.035 0.012 0.033
C 1.060142 1.528634 2.940043 -0.092 -0.112 -0.004
N 1.220987 0.213133 2.829969 0.099 -0.069 -0.009
C 2.417180 -0.300941 3.096409 -0.009 0.153 -0.034
C 3.493585 0.458020 3.536932 -0.016 0.018 -0.055
C 4.083812 2.849172 6.049562 -0.049 -0.032 -0.094
C 3.470874 3.958874 6.608690 -0.001 0.114 0.042
C 3.051436 3.895629 7.930768 0.002 0.054 0.036
N 3.203588 2.827670 8.709255 0.014 -0.012 -0.077
C 3.793063 1.767424 8.157298 0.019 -0.044 0.025
C 4.251871 1.728638 6.849651 0.000 -0.082 0.081
H 1.910308 3.451702 3.417849 -0.017 -0.044 -0.025
H 0.082967 1.914486 2.669705 0.049 -0.042 0.028
H 2.528713 -1.371948 2.948832 0.000 0.062 0.015
H 4.452765 0.003428 3.749379 -0.026 0.002 -0.016
H 3.315236 4.850337 6.015189 -0.041 -0.018 0.027
H 2.555651 4.745032 8.389787 0.023 0.026 -0.050
H 3.899910 0.900570 8.801650 0.031 -0.009 -0.045
H 4.722839 0.840067 6.450018 -0.033 -0.006 0.029
```
Positions in Å, forces in eV/Å.

Calculated values
Kohn-Sham gap in eV: 4.43
Total charge: -2
Molecular weight in Da: 888.09
Total energy in a.u.: -3288.678007


DFT (ωB97M-V/def2-TZVPD) results for 2 unconnected molecules or ions with the total composition C5H15NO.

```
22
Properties=species:S:1:pos:R:3:forces:R:3
C -0.479297 1.652826 -0.720995 -0.032 -0.178 2.778
C 0.312100 2.903317 -0.305533 1.013 0.300 -0.951
C -0.289921 0.576006 0.427341 0.023 -0.868 0.515
N 1.158055 0.084086 0.618587 -2.447 1.166 1.070
C 1.919603 -0.177966 -0.586201 1.016 -2.417 1.876
C 1.226681 -0.944228 1.700057 -0.670 1.784 0.273
H -1.565206 1.968262 -0.826500 1.266 -0.851 -0.112
H -0.052668 1.205394 -1.589138 -0.169 -0.056 -1.047
H 1.342382 2.692800 0.064895 -0.712 -0.302 -0.287
H -0.176577 3.414865 0.539968 -0.004 0.178 -0.697
H 0.481051 3.515879 -1.242047 -0.502 -0.018 1.323
H -0.613494 1.035890 1.435435 0.466 -0.775 -1.473
H -0.934174 -0.371067 0.250345 0.639 1.423 0.133
H 2.982690 -0.572851 -0.194530 -2.223 0.955 -1.363
H 1.414570 -0.958299 -1.182859 0.450 -0.199 -0.159
H 2.001431 0.675979 -1.213908 0.380 0.884 -0.241
H 2.214202 -1.280822 1.545786 1.151 -0.986 0.563
H 0.509758 -1.795764 1.683197 0.210 0.470 -0.481
H 1.136003 -0.472119 2.751781 0.136 -0.517 -1.725
H -3.003917 -2.696798 -1.477144 -0.201 -0.481 0.433
H -3.770531 -4.048333 -1.362255 0.801 1.106 0.840
O -3.275863 -3.370168 -0.825143 -0.592 -0.618 -1.270
```
Positions in Å, forces in eV/Å.

Calculated values
Kohn-Sham gap in eV: 8.82
Relative energy (zero: lowest compared OMol25 entry of this formula, charge and spin) in kcal per mole: 47.1
Molecular weight in Da: 105.18
SMILES string: CCCN(C)C.O
Total energy in a.u.: -329.432473


Q: Which of these has the highest molecular weight?
A: C45H58N11NaO5S